1.
83
Properties=species:S:1:pos:R:3:forces:R:3:mulliken_charge:R:1 method="wB97M-V/def2-TZVPD" energy_ev=-80792.509 e_lumo_ev=-3.28 homo_lumo_gap_ha=0.2936 molar_mass_g_mol=590.6 total_charge=+1 max_force_ev_per_a=4.264
Sc -0.19175 0.45660 0.44820 0.14 -0.91 0.91 -0.242
C -0.91038 -1.89207 0.94488 0.91 0.43 0.49 0.801
C 0.39158 -2.14063 0.41440 -0.25 0.82 0.47 1.046
C 0.64921 -0.77639 2.27552 -0.77 -0.78 -0.79 0.435
C -0.76857 -1.08576 2.12579 1.16 -0.34 -0.63 0.455
C 1.34109 -1.41271 1.18995 -1.06 0.10 0.27 0.697
C -2.17452 -2.50730 0.45618 -0.48 -0.20 -0.02 -1.756
H -2.07432 -2.90879 -0.55987 -0.01 0.12 0.24 0.349
H -3.00640 -1.78930 0.45392 0.13 -0.21 0.03 0.377
H -2.45874 -3.34457 1.11207 -0.03 0.20 -0.20 0.377
C -1.88802 -0.68983 3.02868 -0.53 0.35 0.28 -1.379
H -2.77378 -1.34065 2.90105 0.51 0.26 0.05 0.481
H -2.21011 0.35561 2.84029 0.04 -0.59 0.24 0.187
H -1.56372 -0.76038 4.07992 -0.20 0.06 -0.31 0.324
C 1.30704 -0.00982 3.37503 0.18 0.48 0.41 -1.254
H 1.00703 -0.41319 4.35723 0.11 0.18 -0.30 0.311
H 1.02473 1.05917 3.34810 0.26 -0.49 0.14 0.174
H 2.40917 -0.06418 3.31770 -0.54 -0.06 -0.02 0.457
C 2.81705 -1.45509 1.00838 0.54 -0.01 0.06 -1.828
H 3.26234 -2.12485 1.76013 0.00 0.21 -0.19 0.369
H 3.27620 -0.46398 1.12964 -0.04 -0.26 0.01 0.400
H 3.10468 -1.84263 0.02318 -0.10 0.12 0.21 0.352
C 0.72988 -3.16734 -0.60552 0.12 -0.25 -0.60 -1.735
H 0.96060 -4.14194 -0.13533 -0.11 0.44 -0.10 0.320
H 1.61485 -2.87943 -1.18885 -0.22 -0.14 0.06 0.339
H -0.10354 -3.33888 -1.29888 0.24 0.01 0.09 0.339
C -1.78628 1.46014 -6.48223 -0.23 -0.53 0.14 -0.215
C -1.83996 0.12087 -6.52984 -0.47 0.65 -0.19 -0.642
C -1.05916 -0.77541 -7.44603 0.35 -0.30 -0.01 -0.701
C 0.35891 -0.30283 -7.86357 -0.08 -0.43 -0.44 -0.989
C 1.23625 0.16405 -6.73730 0.28 0.37 0.45 -0.054
C 1.28065 1.40128 -6.21865 0.31 -0.56 -0.47 -0.566
C 0.50781 2.59645 -6.70010 -0.31 0.30 0.10 -0.676
C -0.89168 2.33357 -7.31300 0.08 0.55 -0.17 -1.019
H -1.63654 -0.96338 -8.36956 0.11 0.04 0.34 0.310
H 0.28300 0.44258 -8.66724 0.16 -0.29 0.33 0.333
H -0.96382 -1.75671 -6.95117 -0.02 0.24 -0.16 0.305
H -0.78934 1.96003 -8.34132 -0.16 0.16 0.43 0.385
H -2.47974 2.01275 -5.83301 0.24 -0.40 -0.08 0.413
H -2.59309 -0.40430 -5.92940 0.18 0.31 -0.21 0.831
H -1.38650 3.31627 -7.38372 0.21 -0.29 -0.16 0.422
H 0.38631 3.28280 -5.84554 0.02 -0.11 -0.22 0.297
H 2.01671 1.62657 -5.43697 -0.18 -0.18 -0.25 0.593
H 1.10008 3.15482 -7.44774 -0.09 -0.19 0.30 0.349
H 0.85430 -1.18462 -8.30283 -0.19 0.35 -0.03 0.406
H 1.93009 -0.60372 -6.36651 -0.28 0.40 0.12 0.382
P -1.39197 0.42819 -1.98231 0.01 0.13 -1.29 1.269
C -2.85482 1.41307 -2.36747 -0.39 0.31 0.23 -1.202
C -1.55545 -0.89558 -3.22542 -0.16 -0.61 0.10 -0.875
P 1.43579 1.01811 -1.63449 0.14 0.16 -1.07 1.220
C 0.00879 1.36496 -2.77726 -0.04 -0.01 0.47 -0.514
C 2.38332 -0.09012 -2.72875 0.37 -0.40 0.12 -1.242
C 2.44788 2.50904 -1.69138 0.19 0.36 0.19 -1.346
H -2.92054 2.24839 -1.66499 -0.06 0.01 -0.16 0.395
H -3.75374 0.79977 -2.25105 0.10 0.08 0.00 0.423
H -2.80739 1.79128 -3.39204 0.00 -0.07 0.10 0.209
H -1.60732 -0.44986 -4.22616 0.09 0.06 0.38 -0.370
H -2.48107 -1.45876 -3.05842 0.18 0.02 0.06 0.612
H -0.71556 -1.59866 -3.20852 -0.10 0.12 0.12 0.270
H 2.52195 2.86933 -2.72068 0.04 0.01 0.11 0.389
H 3.45020 2.28297 -1.31288 -0.13 0.06 -0.04 0.422
H 2.00477 3.27975 -1.05474 0.07 0.01 -0.13 0.376
H -0.20674 2.43998 -2.85291 0.02 -0.23 0.20 0.609
H 0.21688 0.97569 -3.78762 -0.13 0.19 0.28 -0.508
H 3.39952 -0.22001 -2.33755 -0.20 -0.07 -0.05 0.511
H 2.44796 0.36405 -3.72573 -0.02 -0.06 0.26 0.284
H 1.91512 -1.07629 -2.82731 0.05 0.19 0.07 0.198
O -0.72625 4.17896 1.17764 -0.05 -1.21 0.55 -0.659
C -0.82438 3.24584 1.96133 0.00 0.71 -0.29 0.103
O -0.64797 1.95909 1.62466 -0.02 0.84 -0.42 -0.240
C -1.15119 3.48978 3.41955 -0.20 0.13 0.81 0.139
C -1.09567 2.44032 4.34418 0.19 -0.14 -0.70 0.598
C -1.33530 2.60475 5.69110 -0.18 0.71 0.09 -0.673
C -1.68366 3.87782 6.14636 0.38 -0.36 -1.81 -0.196
C -1.77311 4.97325 5.24727 0.08 -0.66 0.60 -0.493
C -1.49640 4.77841 3.89668 0.22 -0.73 -0.33 -0.844
N -1.93707 4.00696 7.54822 -0.89 0.85 4.08 0.948
O -1.84788 3.00540 8.30545 -0.02 1.82 -2.15 -0.570
O -2.25384 5.13201 8.00052 0.67 -1.99 -1.39 -0.576
H -0.83950 1.44891 4.00083 -0.03 0.19 -0.02 0.199
H -1.24704 1.76466 6.36622 -0.10 0.18 0.09 0.545
H -2.04535 5.95044 5.62734 0.03 -0.12 0.00 0.515
H -1.53146 5.59332 3.17404 -0.04 -0.12 0.32 0.509


2.
86
Properties=species:S:1:pos:R:3:forces:R:3:mulliken_charge:R:1 method="wB97M-V/def2-TZVPD" energy_ev=-94562.893 e_lumo_ev=-2.75 homo_lumo_gap_ha=0.2727 molar_mass_g_mol=768.7 total_charge=+1 max_force_ev_per_a=2.380
La 0.38157 -0.07507 -0.77626 0.51 1.03 -1.94 1.284
C 4.00120 2.84646 2.06510 0.02 0.09 0.00 -1.713
C 3.06817 2.35778 0.95508 0.07 0.02 -0.07 1.688
C 1.89184 3.33768 0.80263 0.01 0.12 -0.03 -1.664
C 3.83934 2.31946 -0.37013 0.00 0.01 -0.04 -1.644
P 2.25035 0.71331 1.26558 0.44 0.31 1.27 0.213
C 1.29387 1.03321 2.83478 -0.02 -0.09 -0.05 -1.762
N -0.11720 0.95056 2.54382 -0.34 0.09 -0.02 0.289
B -0.72215 0.34984 1.36875 -1.08 0.31 2.10 0.633
N -2.13712 0.64530 1.53367 0.19 0.14 0.26 0.409
C -3.20312 0.37991 0.59724 0.04 -0.11 0.03 -2.071
P -2.48574 -0.37768 -0.94553 -1.07 -0.10 0.52 -0.055
C -3.11217 -2.12842 -0.92070 0.00 -0.06 -0.10 1.871
C -4.63533 -2.26478 -0.94935 -0.04 -0.09 0.01 -1.708
C -2.49953 -2.92143 -2.08486 0.02 -0.04 0.06 -1.704
C -2.56864 -2.70853 0.39275 -0.04 -0.13 0.07 -1.710
C -3.20070 0.68030 -2.28987 -0.08 0.00 -0.17 1.686
C -2.52385 2.04128 -2.07150 0.04 0.13 -0.07 -1.593
C -4.72069 0.86285 -2.25160 -0.01 0.12 -0.03 -1.633
C -2.77593 0.13880 -3.66244 -0.02 0.05 -0.03 -1.777
C -2.34674 1.33963 2.73363 -0.06 -0.16 -0.29 0.236
C -3.51224 1.81748 3.30842 -0.03 0.05 0.06 -0.513
C -3.41401 2.48893 4.52559 0.05 -0.04 -0.06 -0.834
C -2.18067 2.66915 5.14616 0.03 -0.04 -0.06 -0.794
C -1.00867 2.18381 4.56884 -0.04 0.07 0.11 -0.697
C -1.10420 1.52308 3.35711 0.28 -0.11 -0.12 0.364
C 3.41575 -0.66227 1.72237 0.08 -0.02 -0.02 1.775
C 4.28813 -0.39571 2.95162 0.06 -0.05 0.03 -1.641
C 4.30614 -1.00996 0.52072 0.04 -0.04 0.03 -1.791
C 2.48788 -1.85753 2.00171 0.04 -0.11 0.02 -1.642
H 4.24452 3.90073 1.89722 -0.02 -0.06 -0.01 0.500
H 4.94125 2.29566 2.07230 -0.05 0.02 -0.01 0.312
H 3.55290 2.77153 3.05696 0.01 0.00 -0.02 0.277
H 2.26793 4.28707 0.41137 -0.03 -0.02 0.05 0.588
H 1.38534 3.53945 1.74743 0.01 -0.01 -0.04 0.294
H 1.12780 2.98248 0.09716 0.06 -0.01 -0.01 0.230
H 4.17157 3.33127 -0.62108 -0.01 -0.06 0.01 0.526
H 3.22591 1.96465 -1.20555 -0.02 0.01 0.03 0.255
H 4.72461 1.68657 -0.31839 -0.04 0.02 0.02 0.299
H 1.54829 2.02019 3.21847 0.02 0.10 0.04 0.595
H 1.59466 0.31754 3.60064 0.01 -0.07 0.07 0.537
H -3.72470 1.30126 0.33447 -0.02 0.07 0.01 0.778
H -3.95542 -0.28810 1.02251 -0.05 -0.04 0.04 0.681
H -5.04506 -2.03699 -1.93296 0.03 0.00 0.01 0.330
H -5.13328 -1.63067 -0.21359 0.02 -0.01 -0.01 0.268
H -4.90308 -3.30120 -0.71961 0.02 0.06 -0.02 0.508
H -2.91472 -2.63216 -3.04841 0.00 0.04 -0.02 0.284
H -2.71920 -3.98326 -1.94032 -0.01 0.05 -0.01 0.535
H -1.41088 -2.82208 -2.12786 -0.02 0.01 0.03 0.209
H -3.00671 -2.23626 1.27362 0.03 -0.02 -0.02 0.267
H -1.48255 -2.61823 0.47167 0.03 0.01 -0.03 0.215
H -2.80899 -3.77493 0.42483 -0.01 0.05 0.03 0.649
H -2.77952 2.49431 -1.11200 0.04 0.00 -0.03 0.271
H -2.83000 2.73111 -2.86209 -0.01 0.00 0.05 0.601
H -1.42719 1.97603 -2.13776 -0.02 -0.02 -0.03 0.225
H -5.07954 1.16166 -1.26515 0.00 0.00 -0.05 0.254
H -5.24636 -0.04306 -2.54360 0.02 0.00 0.01 0.332
H -5.01143 1.65017 -2.95491 0.03 -0.05 0.03 0.519
H -1.73459 -0.20015 -3.68469 0.01 0.03 0.03 0.272
H -2.87741 0.92727 -4.41406 -0.03 -0.05 0.03 0.496
H -3.40128 -0.69538 -3.97695 0.01 -0.03 0.03 0.356
H -4.47545 1.66893 2.83268 0.05 0.02 0.03 0.498
H -4.31016 2.87020 4.99688 0.01 -0.01 0.00 0.408
H -2.13083 3.18861 6.09431 0.00 -0.02 -0.02 0.409
H -0.05319 2.31345 5.06387 -0.04 0.01 -0.01 0.482
H 5.06718 0.33795 2.74794 -0.05 -0.04 0.01 0.309
H 4.78604 -1.32498 3.24814 -0.04 0.06 -0.05 0.527
H 3.71096 -0.05200 3.81148 0.00 -0.01 -0.02 0.258
H 5.10129 -0.27744 0.37391 -0.06 -0.03 0.01 0.356
H 3.73987 -1.09917 -0.41240 -0.03 0.00 0.03 0.194
H 4.78160 -1.97915 0.69836 -0.01 0.06 0.00 0.515
H 1.79106 -1.67344 2.82288 0.04 -0.02 -0.07 0.239
H 3.10472 -2.71987 2.27163 -0.05 0.04 0.01 0.627
H 1.91299 -2.15288 1.11765 0.01 0.04 -0.02 0.231
Cl 3.89101 -3.22778 -6.59133 0.00 -0.01 -0.01 -0.196
C 3.06281 -2.84684 -5.12351 0.04 -0.09 -0.04 0.349
C 2.70347 -1.53764 -4.86752 -0.01 0.15 -0.07 -0.987
C 2.04614 -1.27298 -3.68518 -0.04 0.19 0.05 1.328
Cl 1.59068 0.41807 -3.35275 0.50 -0.09 -0.99 -0.305
C 1.72462 -2.23748 -2.73000 -0.34 0.16 0.72 -1.069
O 1.09921 -1.93093 -1.58164 0.90 -1.59 -1.25 0.031
C 2.10922 -3.54398 -3.04129 0.03 -0.24 0.02 0.718
Cl 1.74458 -4.79828 -1.90770 0.02 0.09 -0.06 -0.197
C 2.76947 -3.85336 -4.21692 0.00 -0.04 0.01 -0.618
H 2.92864 -0.74656 -5.57003 0.00 -0.05 0.03 0.465
H 3.05568 -4.87638 -4.42247 -0.02 0.05 0.01 0.464